Entry from the Open Molecules 2025 dataset: a 2-piece molecular cluster, C9H17N5O overall in a non-equilibrium geometry (ωB97M-V/def2-TZVPD).

CARTESIAN COORDINATES (ANGSTROEM)
1 H -1.617 0.813 1.218
2 H -3.064 -1.101 2.812
3 H 4.262 4.073 -3.153
4 H -3.525 -0.341 1.316
5 C 0.159 0.604 0.290
6 O -2.409 -2.062 1.148
7 H -0.387 -2.001 0.407
8 H -1.611 -5.479 1.148
9 H -1.809 -0.006 -0.314
10 H 3.145 1.512 1.502
11 H 0.924 0.563 2.214
12 C -1.122 -1.458 1.062
13 N -2.328 -4.740 0.765
14 N 1.381 1.582 -1.373
15 N 0.319 0.939 -1.111
16 N 3.299 2.681 -1.169
17 H -3.192 -5.215 0.983
18 C -1.202 -0.048 0.586
19 C 2.437 1.849 -0.508
20 C 2.798 2.922 -2.421
21 H -0.543 -1.527 1.948
22 H 3.014 3.901 -4.206
23 C 1.083 0.908 1.259
24 N 3.283 3.895 -3.234
25 H 0.851 2.172 -3.294
26 H -4.383 -1.802 1.892
27 H 4.192 3.049 -0.859
28 C 2.305 1.482 0.819
29 H -2.405 -3.611 1.152
30 C 1.594 2.254 -2.525
31 C -3.303 -1.284 1.794
32 H -2.147 -4.521 -0.149

Computed properties:
Total charge: +2
Calculated total energy in eV: -19089.526
HOMO-LUMO gap in eV: 8.240
E_HOMO in eV: -14.7
Energy above the lowest of the compared OMol25 structures with the same formula, charge and spin in kJ/mol: 0.5

Here are the Mulliken charges for atoms 1 to 4, given in e: atom 1 (H): 0.408, atom 2 (H): 0.405, atom 3 (H): 0.261, atom 4 (H): 0.350